A cluster of 8 separate species, C44H100N4O8S4 in total at a distorted geometry, computed with the ωB97M-V functional and the def2-TZVPD basis.

Each atom is followed by the atoms it is bonded to, with distances in Å.
CARTESIAN COORDINATES (ANGSTROEM)
1 C -3.64 -4.75 2.86  C2 1.529, H12 1.097, H13 1.088, H14 1.094
2 C -2.67 -5.90 2.56  C1 1.529, C3 1.521, N7 1.466, C11 1.531
3 C -2.72 -6.21 1.07  C2 1.521, C4 1.535, H15 1.094, H16 1.095
4 C -1.94 -5.20 0.21  C3 1.535, C5 1.513, H17 1.094, H18 1.090
5 C -0.53 -5.09 0.74  C4 1.513, C6 1.524, H19 1.097, H20 1.097
6 C -0.41 -4.73 2.22  C5 1.524, N7 1.480, C9 1.533, C10 1.534
7 N -1.28 -5.66 2.96  C2 1.466, C6 1.480, O8 1.427
8 O -1.25 -5.30 4.34  N7 1.427, H30 0.962
9 C 1.02 -5.01 2.69  C6 1.533, H21 1.090, H22 1.090, H23 1.097
10 C -0.74 -3.25 2.45  C6 1.534, H24 1.095, H25 1.092, H26 1.089
11 C -3.17 -7.15 3.28  C2 1.531, H27 1.094, H28 1.090, H29 1.092
12 H -3.45 -3.88 2.22  C1 1.097
13 H -3.62 -4.35 3.87  C1 1.088
14 H -4.65 -5.04 2.57  C1 1.094
15 H -2.36 -7.23 0.88  C3 1.094
16 H -3.76 -6.21 0.73  C3 1.095
17 H -2.46 -4.24 0.28  C4 1.094
18 H -1.97 -5.58 -0.81  C4 1.090
19 H 0.06 -4.36 0.17  C5 1.097
20 H 0.00 -6.04 0.60  C5 1.097
21 H 1.16 -5.98 3.18  C9 1.090
22 H 1.76 -4.89 1.89  C9 1.090
23 H 1.28 -4.32 3.50  C9 1.097
24 H 0.10 -2.61 2.19  C10 1.095
25 H -1.56 -2.92 1.81  C10 1.092
26 H -1.01 -3.06 3.49  C10 1.089
27 H -3.14 -7.01 4.37  C11 1.094
28 H -2.57 -8.03 3.02  C11 1.090
29 H -4.22 -7.35 3.05  C11 1.092
30 H -0.99 -6.12 4.78  O8 0.962
31 C 2.85 5.13 -5.48  C32 1.521, H42 1.089, H43 1.092, H44 1.096
32 C 2.44 5.39 -4.04  C31 1.521, C33 1.510, N37 1.451, C41 1.544
33 C 1.33 6.41 -4.04  C32 1.510, C34 1.544, H45 1.094, H46 1.096
34 C 0.46 6.44 -2.76  C33 1.544, C35 1.504, H47 1.090, H48 1.094
35 C 0.00 5.06 -2.40  C34 1.504, C36 1.531, H49 1.093, H50 1.093
36 C 1.16 4.08 -2.25  C35 1.531, N37 1.456, C39 1.540, C40 1.508
37 N 1.99 4.15 -3.44  C32 1.451, C36 1.456, O38 1.399
38 O 2.94 3.12 -3.51  N37 1.399, H60 0.971
39 C 1.94 4.27 -0.93  C36 1.540, H51 1.092, H52 1.090, H53 1.089
40 C 0.61 2.68 -2.18  C36 1.508, H54 1.090, H55 1.093, H56 1.091
41 C 3.66 6.00 -3.31  C32 1.544, H57 1.090, H58 1.096, H59 1.095
42 H 3.65 4.39 -5.55  C31 1.089
43 H 3.13 6.05 -5.99  C31 1.092
44 H 2.00 4.74 -6.05  C31 1.096
45 H 1.75 7.41 -4.19  C33 1.094
46 H 0.65 6.30 -4.89  C33 1.096
47 H -0.36 7.13 -2.97  C34 1.090
48 H 1.08 6.86 -1.96  C34 1.094
49 H -0.64 4.65 -3.19  C35 1.093
50 H -0.55 5.04 -1.46  C35 1.093
51 H 2.22 5.32 -0.81  C39 1.092
52 H 1.34 3.98 -0.07  C39 1.090
53 H 2.85 3.68 -0.97  C39 1.089
54 H 1.35 1.89 -2.05  C40 1.090
55 H -0.10 2.64 -1.35  C40 1.093
56 H 0.10 2.39 -3.11  C40 1.091
57 H 4.20 6.75 -3.89  C41 1.090
58 H 4.40 5.25 -3.00  C41 1.096
59 H 3.37 6.48 -2.37  C41 1.095
60 H 3.70 3.40 -2.98  O38 0.971
61 C 3.79 1.33 0.36  C62 1.526, H72 1.090, H73 1.091, H74 1.091
62 C 3.08 0.04 0.75  C61 1.526, C63 1.533, N67 1.459, C71 1.529
63 C 3.69 -1.14 -0.02  C62 1.533, C64 1.515, H75 1.097, H76 1.096
64 C 3.50 -2.49 0.65  C63 1.515, C65 1.514, H77 1.090, H78 1.096
65 C 3.93 -2.40 2.10  C64 1.514, C66 1.528, H79 1.096, H80 1.096
66 C 3.15 -1.40 2.95  C65 1.528, N67 1.469, C69 1.523, C70 1.516
67 N 3.23 -0.15 2.19  C62 1.459, C66 1.469, O68 1.418
68 O 2.74 0.96 2.93  N67 1.418, H90 0.962
69 C 1.70 -1.83 3.15  C66 1.523, H81 1.092, H82 1.091, H83 1.096
70 C 3.91 -1.21 4.24  C66 1.516, H84 1.098, H85 1.092, H86 1.089
71 C 1.60 0.14 0.38  C62 1.529, H87 1.094, H88 1.094, H89 1.096
72 H 4.76 1.38 0.85  C61 1.090
73 H 3.16 2.14 0.72  C61 1.091
74 H 3.87 1.41 -0.72  C61 1.091
75 H 3.20 -1.15 -1.00  C63 1.097
76 H 4.73 -0.93 -0.30  C63 1.096
77 H 4.04 -3.27 0.12  C64 1.090
78 H 2.44 -2.76 0.59  C64 1.096
79 H 4.98 -2.11 2.13  C65 1.096
80 H 3.90 -3.41 2.54  C65 1.096
81 H 1.05 -0.99 3.41  C69 1.092
82 H 1.26 -2.30 2.27  C69 1.091
83 H 1.61 -2.55 3.97  C69 1.096
84 H 3.30 -0.81 5.06  C70 1.098
85 H 4.31 -2.15 4.64  C70 1.092
86 H 4.71 -0.47 4.16  C70 1.089
87 H 1.02 -0.77 0.56  C71 1.094
88 H 1.44 0.41 -0.67  C71 1.094
89 H 1.13 0.91 1.01  C71 1.096
90 H 3.52 1.52 3.02  O68 0.962
91 C -1.69 4.99 4.69  C92 1.534, H102 1.088, H103 1.088, H104 1.097
92 C -2.37 3.97 3.78  C91 1.534, C93 1.518, N97 1.458, C101 1.525
93 C -2.42 4.52 2.36  C92 1.518, C94 1.503, H105 1.098, H106 1.097
94 C -1.13 4.41 1.60  C93 1.503, C95 1.528, H107 1.095, H108 1.090
95 C -0.72 2.94 1.51  C94 1.528, C96 1.520, H109 1.092, H110 1.092
96 C -0.64 2.26 2.86  C95 1.520, N97 1.470, C99 1.538, C100 1.540
97 N -1.72 2.67 3.78  C92 1.458, C96 1.470, O98 1.411
98 O -1.49 2.20 5.09  N97 1.411, H120 0.963
99 C -0.81 0.75 2.61  C96 1.538, H111 1.090, H112 1.088, H113 1.101
100 C 0.73 2.50 3.52  C96 1.540, H114 1.090, H115 1.095, H116 1.090
101 C -3.80 3.78 4.27  C92 1.525, H117 1.095, H118 1.089, H119 1.096
102 H -0.73 5.36 4.31  C91 1.088
103 H -1.64 4.61 5.71  C91 1.088
104 H -2.34 5.88 4.74  C91 1.097
105 H -3.27 4.08 1.82  C93 1.098
106 H -2.75 5.57 2.44  C93 1.097
107 H -0.35 4.94 2.16  C94 1.095
108 H -1.27 4.87 0.62  C94 1.090
109 H 0.29 2.94 1.08  C95 1.092
110 H -1.39 2.43 0.81  C95 1.092
111 H -0.49 0.16 3.47  C99 1.090
112 H -1.78 0.44 2.23  C99 1.088
113 H -0.10 0.53 1.81  C99 1.101
114 H 1.55 2.57 2.80  C100 1.090
115 H 0.75 3.43 4.09  C100 1.095
116 H 0.94 1.74 4.27  C100 1.090
117 H -3.84 3.49 5.33  C101 1.095
118 H -4.39 3.06 3.71  C101 1.089
119 H -4.32 4.75 4.25  C101 1.096
120 H -2.22 1.60 5.24  O98 0.963
121 C 2.83 1.49 -7.46  S122 1.806, H125 1.088, H126 1.087, H127 1.092
122 S 1.20 0.78 -7.10  C121 1.806, O123 1.473, C124 1.784
123 O 1.35 -0.68 -7.19  S122 1.473
124 C 1.19 1.24 -5.38  S122 1.784, H128 1.088, H129 1.091, H130 1.095
125 H 3.61 0.95 -6.93  C121 1.088
126 H 2.80 2.56 -7.27  C121 1.087
127 H 2.96 1.32 -8.53  C121 1.092
128 H 2.04 0.83 -4.84  C124 1.088
129 H 0.24 0.94 -4.93  C124 1.091
130 H 1.22 2.33 -5.27  C124 1.095
131 C -2.99 -1.42 -2.70  S132 1.792, H135 1.091, H136 1.090, H137 1.089
132 S -1.23 -1.44 -2.36  C131 1.792, O133 1.484, C134 1.797
133 O -0.60 -0.30 -3.07  S132 1.484
134 C -1.43 -0.82 -0.68  S132 1.797, H138 1.086, H139 1.090, H140 1.095
135 H -3.52 -2.04 -1.97  C131 1.091
136 H -3.18 -1.84 -3.68  C131 1.090
137 H -3.36 -0.40 -2.64  C131 1.089
138 H -1.95 0.13 -0.68  C134 1.086
139 H -0.44 -0.79 -0.22  C134 1.090
140 H -2.00 -1.55 -0.10  C134 1.095
141 C -7.96 -2.27 -0.89  S142 1.787, H145 1.090, H146 1.091, H147 1.086
142 S -6.40 -3.13 -1.03  C141 1.787, O143 1.481, C144 1.785
143 O -5.35 -2.22 -0.52  S142 1.481
144 C -6.69 -4.42 0.18  S142 1.785, H148 1.088, H149 1.091, H150 1.091
145 H -8.15 -2.00 0.15  C141 1.090
146 H -8.78 -2.91 -1.23  C141 1.091
147 H -7.90 -1.39 -1.53  C141 1.086
148 H -6.89 -4.09 1.20  C144 1.088
149 H -5.76 -4.99 0.20  C144 1.091
150 H -7.47 -5.05 -0.25  C144 1.091
151 C 1.08 -4.28 -3.98  S152 1.802, H155 1.090, H156 1.089, H157 1.090
152 S 2.78 -3.69 -3.81  C151 1.802, O153 1.468, C154 1.796
153 O 3.37 -3.61 -5.15  S152 1.468
154 C 2.30 -2.01 -3.37  S152 1.796, H158 1.089, H159 1.091, H160 1.091
155 H 0.64 -3.74 -4.82  C151 1.090
156 H 0.52 -4.14 -3.06  C151 1.089
157 H 1.14 -5.34 -4.21  C151 1.090
158 H 3.19 -1.38 -3.31  C154 1.089
159 H 1.76 -2.02 -2.42  C154 1.091
160 H 1.67 -1.59 -4.15  C154 1.091

E_HOMO (eV): -7.909
M (g/mol): 941.57
E_tot (Ha): -4149.8238